A molecular structure, C37H38FN9O8STi in a non-equilibrium geometry, computed with the ωB97M-V functional and the def2-TZVPD basis.

Geometry as XYZ:
```
95
Properties=species:S:1:pos:R:3:forces:R:3:mulliken_charge:R:1
Ti 0.9718 2.1003 0.6942 0.508 -0.098 1.408 -0.03
C -0.0667 5.0895 -0.1826 -0.601 -1.897 0.387 -1.36
N 1.1316 4.1927 -0.1860 0.864 2.042 -0.261 0.84
C 2.1929 4.9284 0.6655 -0.452 -1.596 -0.226 -1.09
C 1.9564 4.9546 2.2024 -0.004 1.117 -0.967 -1.03
C 2.2738 3.6266 2.9153 -1.686 0.484 0.407 -0.64
N 1.1792 2.6884 2.6838 0.955 0.870 -1.868 0.99
C 0.8043 1.9714 3.7153 0.071 -0.213 2.699 -0.90
C 0.0195 0.8191 3.6864 -0.557 -0.313 0.542 0.36
C -0.6776 0.3287 4.8686 1.003 0.475 -1.481 -1.04
C -1.5303 -0.7300 4.7759 0.523 -0.165 -1.524 -1.00
C -1.6452 -1.3792 3.5228 -1.243 -0.555 0.531 -0.59
C -1.0550 -0.9091 2.3643 0.435 -0.634 0.929 -0.42
C -0.1325 0.1054 2.4768 -0.448 -1.083 0.803 1.37
O 0.8582 0.1984 1.5546 -0.710 1.299 -0.945 0.55
C 1.6612 4.2256 -1.5974 0.851 0.365 0.266 -1.09
C 0.6897 3.7040 -2.6540 -0.104 0.230 0.069 -1.24
C 0.2449 2.2983 -2.2341 -0.808 -0.825 0.087 -0.21
N 1.1536 1.5565 -1.3174 1.580 0.675 -2.460 0.88
C 2.1990 0.9764 -1.8575 -1.809 0.235 2.269 -0.50
C 3.2846 0.4353 -1.0766 -0.395 -1.497 -0.526 0.63
C 4.0179 -0.6404 -1.6126 1.936 1.681 0.572 -1.28
C 5.2991 -0.8855 -1.1346 -0.438 -1.064 0.270 -0.89
C 5.6640 -0.4406 0.1372 -0.327 0.878 -0.310 -0.37
C 4.8192 0.4380 0.7887 0.763 0.038 -0.120 -0.93
C 3.6210 0.9126 0.1815 1.001 -0.189 0.781 0.82
O 2.8976 1.7881 0.7883 0.246 0.931 0.044 -0.19
H 0.1973 6.0720 -0.5606 0.103 0.345 -0.038 0.31
H -0.4364 5.1161 0.8693 -0.170 0.037 -1.089 0.37
H -0.8006 4.6069 -0.8895 0.340 0.718 1.201 0.23
H 2.2767 5.8930 0.2169 -0.248 1.247 -0.007 0.75
H 3.1587 4.4815 0.4106 -0.090 -0.440 0.369 0.40
H 0.9154 5.3231 2.4051 0.749 -0.743 -0.017 0.31
H 2.5770 5.8230 2.5384 -0.019 -0.821 0.050 0.42
H 2.2418 3.8184 4.0034 0.705 0.069 -0.224 0.58
H 3.2091 3.1734 2.5554 0.042 0.339 0.326 0.07
H 1.0444 2.3409 4.7490 -0.054 -0.094 -0.756 -0.10
H -0.3323 0.6984 5.8140 -0.315 0.579 0.456 0.34
H -2.0984 -1.0499 5.6100 -0.199 -0.593 0.815 0.46
H -2.1067 -2.3705 3.4597 -0.355 0.530 -0.005 0.42
H -1.1348 -1.4984 1.4698 0.011 -0.056 -0.176 0.04
H 2.5663 3.6100 -1.6055 -0.182 -0.145 0.029 0.31
H 2.0641 5.2398 -1.8166 -0.620 -0.174 0.003 0.55
H 1.1349 3.6484 -3.6525 0.467 0.211 0.270 0.35
H -0.2052 4.3736 -2.7912 0.817 -0.673 0.258 0.44
H 0.0255 1.6612 -3.0861 0.101 -0.016 -0.356 0.88
H -0.7221 2.4470 -1.7568 0.068 -0.485 0.501 -0.70
H 2.3265 0.8200 -2.8986 -0.410 0.090 -1.242 0.47
H 3.6785 -1.1594 -2.4568 -0.471 -0.390 -1.316 0.62
H 6.0166 -1.4741 -1.6830 -0.217 -0.566 -0.132 0.38
H 6.6245 -0.7350 0.5690 -0.306 0.195 -0.097 0.39
H 5.2068 0.8801 1.6998 -0.640 -0.002 0.231 0.36
N -3.0539 -8.0336 -4.2753 0.580 -0.020 -0.055 -0.63
C -2.7098 -7.0300 -3.3180 -0.075 -0.971 -0.421 1.03
C -1.5172 -7.1191 -2.6123 0.928 -0.340 -0.303 -0.67
C -1.2273 -6.2223 -1.5928 0.726 -0.825 1.183 -0.34
C -2.1357 -5.2392 -1.2463 -0.248 -0.306 0.686 -0.31
C -3.2306 -5.0985 -2.0321 -1.496 1.078 -0.857 -0.16
C -3.5519 -5.9712 -3.0684 -0.331 0.508 0.167 -0.79
S -1.9462 -4.0745 0.1894 4.210 0.760 0.119 0.77
O -2.3527 -4.7190 1.4476 -1.349 -1.114 0.312 -0.73
O -2.7700 -2.9179 -0.2013 -1.660 0.635 -0.547 -0.60
N 0.5678 -0.5730 0.3389 0.326 0.036 -0.134 0.21
C 1.2339 -1.7066 0.4993 0.266 1.101 0.699 0.26
N 1.8273 -1.9018 1.7577 -0.314 -1.633 -1.764 -0.49
C 2.3604 -3.1031 1.8899 -0.423 1.136 0.325 -0.14
C 2.4539 -4.0501 0.8734 0.515 0.021 -0.233 -0.92
C 1.9393 -3.6563 -0.3754 -0.819 0.521 0.046 -0.27
N 1.2696 -2.4956 -0.6136 1.690 -2.072 1.133 -0.70
H -2.6684 -8.9579 -4.0700 -0.327 0.625 -0.015 0.22
H -4.0405 -8.0697 -4.4757 0.006 -0.081 0.106 0.22
H -0.7612 -7.8747 -2.9134 -0.640 0.343 0.351 0.24
H -0.3376 -6.4248 -0.9486 -0.594 0.472 -0.661 0.32
H -3.8345 -4.2001 -1.8268 -0.035 -0.515 -0.085 0.28
H -4.4551 -5.8199 -3.6662 0.184 -0.096 0.178 0.23
H 2.6728 -3.2098 2.9221 0.552 -0.820 -0.013 0.48
H 3.0485 -4.9544 1.0592 -0.565 0.236 -0.399 0.35
H 2.0095 -4.3606 -1.2157 -0.008 0.382 0.154 0.42
F -2.7811 -0.8775 -2.8970 -0.251 0.145 0.110 -0.40
C -3.3350 0.1014 -2.1500 -0.233 -0.887 -1.600 0.24
C -3.1468 0.1120 -0.8419 0.154 1.131 0.731 0.43
N -3.6289 1.2044 -0.0954 0.366 -0.371 -1.273 0.28
C -3.1428 1.4405 1.2363 -2.108 0.569 1.864 -1.37
C -1.9685 2.3901 1.3567 1.563 0.847 -0.837 0.49
O -1.9706 3.4425 1.9742 -0.625 -0.709 0.016 -0.72
O -0.9190 1.9959 0.6471 -2.155 0.401 -0.029 0.23
C -4.3654 2.2134 -0.6897 -0.508 -0.666 0.099 0.42
O -4.7804 3.1940 -0.0889 0.447 -0.295 -0.568 -0.66
N -4.7357 1.9848 -2.0415 0.501 1.336 0.457 -0.13
C -4.2245 0.9993 -2.9022 0.853 -0.143 2.287 0.13
O -4.5139 0.9082 -4.0565 -0.352 0.248 -1.366 -0.63
H -2.5853 -0.6872 -0.3526 -0.069 0.184 0.071 0.38
H -2.9064 0.4890 1.7187 0.102 0.106 -0.177 0.19
H -4.0352 1.8922 1.7632 1.211 -0.387 -0.187 0.25
H -5.0107 2.8880 -2.4483 -0.260 -0.924 -0.003 0.27
```
Forces are in eV/Å.

Calculated values
**Molecular weight**: 835.7 g/mol
**E_tot**: -105445.023 eV
**Energy above the lowest of the compared OMol25 structures with the same formula, charge and spin**: 1.768 eV
**HOMO energy (spin up / spin down)**: 0.1 / -1.1 eV
**2S+1**: 3
**Kohn-Sham gap (spin up / spin down)**: 3.5 / 4.7 eV
**LUMO energy (spin up / spin down)**: 0.13208 / 0.13091 Ha
**Expectation value of S²**: 2.04
**Charge**: -2



A molecular structure, C12H15F3N2O in a non-equilibrium geometry, computed with the ωB97M-V functional and the def2-TZVPD basis.

Geometry as XYZ:
```
33
Properties=species:S:1:pos:R:3:forces:R:3:mulliken_charge:R:1
C -2.5847 0.4330 1.6314 -0.235 -0.484 -0.159 -1.07
N -1.5264 -0.2664 0.8639 0.321 -0.243 -0.064 -0.27
C -0.5380 -0.5678 1.8401 -0.137 -1.909 -0.138 0.40
C 0.8820 0.1302 1.6558 0.258 0.049 0.487 0.75
F 0.9941 0.9195 0.5488 -0.028 -1.066 1.261 -0.25
F 1.1953 0.9100 2.7503 -0.385 -0.834 -1.277 -0.27
F 1.8009 -0.8817 1.6009 -0.576 1.268 -0.240 -0.26
O -0.6127 -1.4232 2.7239 0.110 1.892 -1.529 -0.57
H -2.2084 1.3304 2.1512 -0.070 -0.204 -0.429 0.37
H -3.4495 0.6874 1.0065 0.479 0.161 -0.092 0.28
H -2.9522 -0.2440 2.4039 -0.230 0.009 0.393 0.42
C -4.7898 -1.5168 0.1008 0.702 0.281 0.523 -1.09
N -3.4791 -1.6724 -0.5393 -0.776 0.149 -0.276 0.40
C -3.4672 -1.5902 -2.0146 0.403 0.354 0.501 -0.81
C -2.3610 -1.8941 0.1982 0.094 -0.017 2.201 -0.86
C -1.3909 -2.8647 -0.4137 1.363 0.009 -0.213 -0.07
C -0.4484 -2.3846 -1.3274 0.189 -0.248 0.148 0.17
C 0.4191 -3.2615 -1.9812 -0.212 0.130 -0.193 -0.85
C 0.3426 -4.6332 -1.7594 0.188 0.018 0.130 -0.36
C -0.5280 -5.1350 -0.7944 -0.473 0.281 0.210 -0.62
C -1.3782 -4.2522 -0.1082 -0.241 0.582 0.038 -0.25
H -5.2944 -0.6892 -0.3761 -0.398 0.157 -0.103 0.40
H -5.4276 -2.4067 0.0956 0.221 -0.076 -0.347 0.27
H -4.6343 -1.2381 1.1453 -0.086 -0.119 -0.139 0.36
H -4.3316 -0.9849 -2.3400 0.330 -0.452 0.150 0.34
H -2.5671 -1.0248 -2.2825 -0.234 -0.289 -0.287 0.35
H -3.4627 -2.5807 -2.5118 -0.057 0.491 0.292 0.23
H -2.5534 -2.1058 1.2613 -0.355 -0.436 -0.652 0.88
H -0.3621 -1.3076 -1.4721 -0.059 -0.241 -0.083 0.46
H 1.1343 -2.8635 -2.7015 -0.133 -0.123 0.218 0.37
H 1.0059 -5.3069 -2.3023 -0.181 0.158 0.141 0.38
H -0.5629 -6.2142 -0.5801 0.034 0.660 -0.050 0.36
H -2.0288 -4.6228 0.6933 0.176 0.092 -0.422 0.37
```
Forces are in eV/Å.

Calculated values
**Molecular weight**: 260.3 g/mol
**E_tot**: -25865.377 eV
**Energy above the lowest of the compared OMol25 structures with the same formula, charge and spin**: 2.927 eV
**HOMO energy**: -8.4 eV
**Kohn-Sham gap**: 8.9 eV
**LUMO energy**: 0.01960 Ha



A gas-phase ion, C5H5BrN (charge +1) in a non-equilibrium geometry, computed with the ωB97M-V functional and the def2-TZVPD basis.

Geometry as XYZ:
```
12
Properties=species:S:1:pos:R:3:forces:R:3:mulliken_charge:R:1
C -0.0305 -1.6168 -0.1112 -1.152 0.882 -2.162 -0.58
N 0.8299 -1.1221 0.7819 2.585 2.929 1.688 0.02
C 1.3684 -0.1278 1.1052 -1.289 -3.128 -0.203 0.50
C 1.1062 1.2143 0.7946 -1.118 2.874 1.203 -0.52
C 0.0161 1.3443 -0.0249 1.229 -2.402 -0.387 -0.05
C -0.7297 0.2351 -0.6717 0.323 -3.372 -2.698 -0.33
Br -2.5779 -0.0570 -0.3329 -0.155 0.636 0.526 0.05
H -0.9503 -1.9514 0.2745 -0.860 -0.697 0.746 0.42
H 0.3916 -2.3152 -0.8429 -0.021 0.622 -0.170 0.32
H 1.4869 2.0607 1.4217 0.098 -0.826 -1.310 0.38
H -0.1928 2.2398 -0.5391 -0.316 1.546 0.120 0.43
H -0.7181 0.0962 -1.8553 0.675 0.937 2.647 0.38
```
Forces are in eV/Å.

Calculated values
**Molecular weight**: 159.0 g/mol
**E_tot**: -76786.297 eV
**Energy above the lowest of the compared OMol25 structures with the same formula, charge and spin**: 4.618 eV
**HOMO energy (spin up / spin down)**: -14.4 / -14.4 eV
**Kohn-Sham gap (spin up / spin down)**: 8.2 / 8.2 eV
**LUMO energy (spin up / spin down)**: -0.22801 / -0.22804 Ha
**Charge**: +1
**SMILES string**: C=[N+]=C=C/C=C/Br